<one>
{"formula": "C5H6N2O", "method": "the ωB97M-V functional and the def2-TZVPD basis", "species": ["O", "N", "N", "C", "C", "C", "C", "C", "H", "H", "H", "H", "H", "H"], "xyz": [[-1.50, -1.75, -0.44], [1.09, -0.75, -0.73], [0.50, 1.17, 0.19], [0.17, -0.13, -0.14], [-1.21, -0.64, 0.11], [-2.21, 0.01, 0.96], [2.14, 0.06, -0.83], [1.83, 1.21, -0.28], [3.22, -0.35, -1.05], [0.84, -1.80, -1.22], [2.52, 2.23, -0.25], [-1.87, 0.13, 2.17], [-2.43, 1.14, 0.58], [-3.08, -0.52, 0.93]], "homo_lumo_gap_ha": 0.3559, "smiles": "CC(=O)c1ncc[nH]1"}

<two>
{"formula": "C5H6N2O", "method": "the ωB97M-V functional and the def2-TZVPD basis", "species": ["O", "N", "N", "C", "C", "C", "C", "C", "H", "H", "H", "H", "H", "H"], "xyz": [[2.43, -0.87, -0.06], [-0.90, 0.56, -0.18], [1.14, 1.09, -0.02], [-0.06, 1.53, -0.03], [-1.37, -1.44, -0.12], [-0.13, -0.55, 0.01], [-2.18, 0.04, 0.23], [1.23, -0.19, 0.15], [-0.39, 2.60, -0.32], [-1.34, -2.30, 0.59], [-2.80, 0.16, 1.29], [-1.53, -1.59, -1.35], [-3.10, 0.43, -0.44], [3.08, -0.26, 0.67]], "homo_lumo_gap_ha": 0.3288, "smiles": "Oc1ncn2c1CC2"}

<three>
{"formula": "C5H6N2O", "method": "the ωB97M-V functional and the def2-TZVPD basis", "species": ["O", "N", "N", "C", "C", "C", "C", "C", "H", "H", "H", "H", "H", "H"], "xyz": [[0.67, 2.22, -0.83], [-1.38, -0.54, 0.60], [2.14, -1.61, -0.82], [1.53, 0.43, 0.84], [2.03, -0.70, -0.02], [-0.77, 0.49, -0.25], [-1.35, -0.93, -0.60], [0.48, 1.23, -0.16], [2.34, 1.04, 1.52], [-0.72, -1.79, -0.99], [0.79, 0.09, 1.58], [-1.44, 1.19, -0.69], [-2.20, -0.36, 1.13], [-2.12, -0.76, -1.32]], "homo_lumo_gap_ha": 0.3842, "smiles": "N#CCC(=O)[C@H]1CN1"}

<four>
{"formula": "C5H6N2O", "method": "the ωB97M-V functional and the def2-TZVPD basis", "species": ["O", "N", "N", "C", "C", "C", "C", "C", "H", "H", "H", "H", "H", "H"], "xyz": [[2.86, -0.29, -0.68], [-0.01, 1.32, 0.64], [0.62, 0.54, -0.30], [0.31, -0.88, -0.74], [-1.14, 1.06, 1.10], [-1.16, -0.89, -0.32], [-1.72, -0.10, 0.69], [2.04, 0.79, -0.64], [-1.38, -2.07, -0.43], [2.20, 1.95, -0.37], [0.66, -1.20, -1.68], [-1.69, 1.68, 1.78], [-2.58, -0.21, 1.08], [0.97, -1.71, -0.14]], "homo_lumo_gap_ha": 0.3046, "smiles": "O=CN1CC=CC=N1"}

Most stable to least stable: <one>, <three>, <two>, <four>